[1]
The following is a quantum chemistry calculation of a structure of composition C3H6ClNO, from the OMol25 dataset.

The geometry in XYZ format:
```
12
Properties=species:S:1:pos:R:3:forces:R:3:lowdin_charge:R:1
C -0.130708 -0.572005 2.320050 -0.8 0.1 -2.3 0.124
C -0.218968 0.512361 1.485391 -0.2 1.0 3.8 -0.113
C 0.058403 0.257744 0.158347 0.2 -1.1 -3.8 -0.102
N 0.416131 0.822160 -2.072757 1.6 -2.6 1.7 0.045
O -0.058295 1.128504 -0.781279 0.2 -0.6 0.8 -0.008
Cl -0.049057 -1.978958 -2.856054 0.1 0.3 0.4 -0.317
H -0.312454 -0.641347 3.407032 0.3 0.2 -0.9 0.094
H -0.068239 -1.460974 1.638279 0.3 0.1 1.7 0.091
H -0.396917 1.545234 1.863027 0.1 -0.9 -0.5 0.137
H 0.341819 -0.795171 -0.136869 -0.1 1.2 -0.1 0.136
H 0.064653 1.493311 -2.681348 -1.2 1.3 -0.9 0.063
H 0.353631 -0.310858 -2.343820 -0.6 1.0 0.1 -0.150
```
Forces are in eV/Å.

The energy relative to the best compared isomer or geometry (same formula, charge and spin) is 4.939 eV. Its electronic energy is -19263.827 eV. Its largest force on an atom is 4.01 eV Å⁻¹.

=====

[2]
The following is a quantum chemistry calculation of a structure of composition C45H35N7O4S4Sb2Se3Tl, from the OMol25 dataset.

The geometry in XYZ format:
```
101
Properties=species:S:1:pos:R:3:forces:R:3:lowdin_spin:R:1
Tl -1.381025 0.040343 0.494800 -0.2 0.1 -0.6 0.000
Se -1.501605 -4.337422 -0.910689 0.0 -0.6 0.0 0.000
Se -0.765785 -2.445884 -1.987897 0.0 0.3 -0.3 0.000
C 0.971175 -2.181786 -1.189458 0.1 -0.3 0.1 0.000
C 1.903111 -3.213949 -1.121896 0.0 -0.1 0.1 0.000
C 3.169024 -2.926690 -0.644374 -0.1 0.0 0.0 0.000
C 3.466016 -1.623591 -0.266119 0.0 -0.1 0.1 0.000
C 2.464243 -0.672834 -0.351930 0.1 0.1 -0.1 0.000
N 1.246534 -0.946630 -0.812859 -0.1 0.0 0.0 0.000
C -2.996124 -3.601096 0.049992 -0.1 0.4 0.0 0.000
C -3.658439 -4.322855 1.039875 0.2 -0.1 0.0 0.000
C -4.781440 -3.753135 1.614089 -0.1 0.0 -0.1 0.001
C -5.228121 -2.517055 1.165067 0.0 -0.1 0.1 0.001
C -4.499150 -1.885610 0.170827 -0.1 0.1 0.0 0.001
N -3.402424 -2.414999 -0.360262 0.0 -0.1 -0.1 0.000
H 1.635423 -4.217643 -1.424473 0.0 0.0 0.0 0.000
H 3.910949 -3.712123 -0.576629 0.0 0.0 0.0 0.000
H 4.453268 -1.350236 0.080145 0.0 0.0 0.1 0.000
H 2.632678 0.356570 -0.052474 0.0 0.0 0.0 0.000
H -3.295868 -5.295512 1.347125 0.0 0.0 0.1 0.000
H -5.314803 -4.269002 2.403621 0.0 0.0 0.0 0.000
H -6.116317 -2.060180 1.578700 0.0 0.1 0.0 0.000
H -4.801773 -0.928751 -0.244748 0.1 0.1 0.1 0.000
S -4.648948 4.412138 -2.276100 -0.1 -0.1 0.2 0.015
Sb -4.342858 2.448032 -1.112072 0.0 -0.1 -0.5 0.014
S -2.857142 1.081827 -2.352006 -0.2 -0.1 0.1 0.008
S -2.550048 3.106663 0.681368 0.2 0.3 -0.5 0.019
Se -4.929250 4.205092 2.428863 0.5 -0.5 -0.1 0.222
N -5.569572 3.110735 3.695873 -0.1 0.3 0.1 0.281
C -4.882564 1.963641 3.660087 -0.1 -0.1 0.0 0.002
C -5.125582 0.857975 4.488222 0.1 -0.1 0.0 0.110
C -4.370303 -0.288757 4.297516 -0.1 -0.1 0.1 0.037
C -3.412819 -0.332687 3.293798 0.1 0.2 -0.1 0.114
N -3.140353 0.707996 2.499049 0.0 -0.1 0.3 0.018
C -3.830111 1.818973 2.694679 -0.1 0.3 -0.1 0.008
N -3.598276 2.958519 1.986024 -0.8 0.1 0.7 0.138
H -5.896433 0.924022 5.243997 0.0 0.0 0.0 0.005
H -4.526137 -1.161525 4.918895 0.0 0.0 0.0 -0.001
H -2.815654 -1.217997 3.115181 0.0 -0.1 0.0 0.005
S 0.636301 2.355761 1.318634 0.2 0.0 0.2 0.000
C 1.428352 2.133221 2.767036 -0.1 0.1 -0.4 0.001
N 1.278248 0.986649 3.497151 0.0 0.2 0.0 0.001
C 1.951667 0.751013 4.638362 0.2 -0.1 0.3 0.000
C 2.829834 1.654313 5.151176 0.0 0.0 0.1 0.000
C 3.003691 2.880686 4.460802 -0.1 -0.1 -0.1 0.000
C 2.313214 3.116011 3.313173 0.2 0.0 0.3 0.000
H 0.626377 0.249813 3.159262 0.1 0.0 0.1 0.000
H 1.755186 -0.199597 5.113884 -0.1 0.0 -0.1 0.000
H 3.376837 1.446445 6.058356 -0.1 -0.1 0.0 0.000
H 3.691285 3.619478 4.854552 0.0 0.0 0.0 0.000
H 2.414054 4.039014 2.762820 0.0 0.0 0.0 0.000
O -0.269807 -1.178922 3.066957 0.2 -0.2 0.5 0.000
C -0.028997 -2.248050 2.442331 -0.4 0.4 -0.7 0.000
O -0.405686 -2.510369 1.286332 0.3 -0.4 0.7 0.000
C 0.826420 -3.287435 3.147672 0.1 0.0 0.1 0.000
C 1.019341 -3.273495 4.523841 0.0 -0.1 -0.1 0.000
C 1.868688 -4.197800 5.119407 0.0 0.0 0.1 0.000
C 2.571197 -5.104545 4.351598 0.2 -0.3 -0.3 0.000
C 2.377160 -5.115823 2.971361 -0.8 1.0 0.8 0.000
C 1.480172 -4.234930 2.377008 0.3 -0.4 -0.2 0.000
N 3.136390 -6.023405 2.156748 0.6 -0.7 -0.7 0.000
O 3.005088 -5.974378 0.946912 -0.1 0.1 0.1 0.000
O 3.903656 -6.800945 2.707598 -0.1 0.1 0.2 0.000
H 0.493987 -2.540152 5.121659 0.0 0.1 -0.1 0.000
H 2.003397 -4.199924 6.193128 0.0 0.0 0.0 0.000
H 3.267658 -5.805664 4.787163 0.0 0.0 0.0 0.000
H 1.294426 -4.272540 1.314747 0.0 0.1 -0.1 0.000
C -1.048690 5.874749 -4.659601 0.0 0.0 0.1 0.000
C -1.494810 5.599495 -3.376856 0.1 0.1 0.0 0.000
C -1.127680 4.412453 -2.760011 0.0 -0.1 0.1 0.000
C -0.346901 3.476612 -3.422661 0.1 -0.2 0.1 0.000
C 0.099576 3.762072 -4.709671 0.0 0.0 0.0 0.000
C -0.244762 4.956880 -5.322314 0.1 0.0 -0.2 0.000
Sb 0.231648 1.674343 -2.374809 -0.1 0.6 -0.2 0.001
C 0.226351 0.332512 -4.073628 0.0 0.1 0.4 0.000
C -0.779690 0.365140 -5.033316 -0.1 0.1 0.0 0.000
C -0.816335 -0.578612 -6.050398 0.0 0.0 0.0 0.000
C 0.144618 -1.578683 -6.110759 0.0 0.0 0.0 0.000
C 1.143026 -1.628921 -5.150289 0.1 -0.1 -0.1 0.000
C 1.182471 -0.678436 -4.140087 0.0 0.1 -0.1 0.000
C 2.338936 2.265378 -2.697292 -0.1 -0.3 0.0 0.000
C 3.100734 1.975931 -3.825987 0.1 0.0 0.0 0.000
C 4.407681 2.432290 -3.943697 0.1 0.1 -0.1 0.000
C 4.982253 3.179510 -2.925363 0.0 0.0 0.0 0.000
C 4.239993 3.464604 -1.787772 0.0 0.1 0.0 0.000
C 2.931401 3.014707 -1.682071 -0.1 0.0 0.0 0.000
H -1.337364 6.798369 -5.148162 0.0 0.0 0.0 0.000
H -2.146574 6.290690 -2.860899 0.0 0.0 0.0 0.000
H -1.467566 4.208956 -1.751773 -0.2 0.0 0.0 0.000
H 0.714911 3.040364 -5.236575 0.0 0.0 0.0 0.000
H 0.118899 5.179366 -6.320003 0.0 0.0 0.0 0.000
H -1.550729 1.123218 -4.965773 0.0 0.0 0.0 0.000
H -1.603410 -0.541413 -6.794160 0.0 0.0 0.0 0.000
H 0.105612 -2.331763 -6.889169 0.0 0.0 0.0 0.000
H 1.884592 -2.418261 -5.180736 0.0 0.0 0.0 0.000
H 1.972863 -0.718288 -3.398245 0.0 0.0 0.0 0.000
H 2.673067 1.389501 -4.630966 0.0 0.0 0.0 0.000
H 4.982047 2.219406 -4.839297 0.0 0.0 0.0 0.000
H 5.994136 3.555487 -3.026533 0.0 -0.1 0.0 0.000
H 4.679566 4.049233 -0.986843 0.0 0.0 0.0 0.000
H 2.348497 3.254107 -0.797762 0.1 0.0 0.1 0.000
```
Forces are in eV/Å.

The energy relative to the best compared isomer or geometry (same formula, charge and spin) is 0.000 eV. Its electronic energy is -323003.124 eV. Its largest force on an atom is 1.51 eV Å⁻¹. Its expectation value of S² is 0.78. As for the total charge: -2. The spin multiplicity is 2.

=====

[3]
The following is a quantum chemistry calculation of the molecule C10H10O3S, from the OMol25 dataset.

The geometry in XYZ format:
```
24
Properties=species:S:1:pos:R:3:forces:R:3:lowdin_charge:R:1
C -0.351616 0.671329 -3.400828 -0.5 -1.9 2.2 -0.068
C -1.024432 -0.501154 -2.999194 0.7 1.6 -1.6 -0.040
C 0.451322 1.303973 -2.461201 1.1 0.7 -0.7 -0.088
C -0.886600 -0.901249 -1.689333 -3.2 -2.9 -1.6 -0.068
C 0.624504 0.820401 -1.186797 -0.6 -0.9 1.3 0.006
C -0.096922 -0.358655 -0.765613 1.5 3.0 -0.3 -0.255
C -1.127886 -2.117735 0.896248 -0.7 0.5 0.5 -0.525
C -0.088999 -0.961602 0.506776 0.5 -2.2 2.8 -0.133
C 0.756598 -0.998243 3.000289 1.9 1.4 -1.8 -0.063
C 0.403420 -0.177534 1.733315 -2.5 -3.2 0.7 -0.154
O -2.226568 -1.999721 1.404113 2.0 0.4 -1.0 0.127
O 1.931452 -3.456811 1.228874 2.1 -1.0 2.6 -0.482
O -0.611528 -3.354899 0.670396 1.0 0.5 -0.3 -0.238
S 1.077948 -3.168061 0.149682 -3.5 2.1 -2.1 1.043
H -0.531263 1.045896 -4.355472 0.1 0.6 -1.5 0.083
H -1.570239 -0.977785 -3.827853 -0.2 -0.2 1.1 0.117
H 1.064514 2.136897 -2.835920 -0.4 -0.1 0.6 0.114
H -1.540304 -1.696283 -1.293430 0.3 0.0 -0.8 0.129
H 1.201044 1.343351 -0.431095 0.2 0.1 -0.4 0.105
H 0.018714 -1.488499 3.523869 -2.1 -1.5 0.3 0.056
H 1.083601 -0.285832 3.739125 0.7 0.3 0.2 0.078
H 1.537459 -1.642129 2.661404 0.7 -0.7 0.7 0.048
H 1.226648 0.381270 1.464808 1.3 1.8 -0.4 0.081
H -0.493381 0.283706 2.099126 -0.4 1.6 -0.5 0.126
```
Forces are in eV/Å.

The energy relative to the best compared isomer or geometry (same formula, charge and spin) is 2.424 eV. Its electronic energy is -27506.715 eV. Its largest force on an atom is 4.62 eV Å⁻¹.

=====

[4]
The following is a quantum chemistry calculation of a structure of composition C8H16N2PReS, from the OMol25 dataset.

The geometry in XYZ format:
```
29
Properties=species:S:1:pos:R:3:forces:R:3:lowdin_spin:R:1
C 2.147966 -3.029801 0.690969 0.7 -0.3 0.0 -0.082
C 3.417475 -3.374234 0.219635 0.5 -0.5 0.3 0.156
C 4.156149 -2.722511 -0.796155 0.5 -0.1 -0.2 -0.123
C 3.748465 -1.616975 -1.553029 -0.6 1.0 -0.2 0.146
C 2.511058 -0.913942 -1.361684 2.0 -0.4 -1.2 -0.111
Re 1.452966 -1.231331 0.265221 -0.2 -0.4 0.6 2.704
P -0.221966 -1.560021 2.002603 -1.3 -0.4 1.9 0.078
H 1.702799 -3.701024 1.452399 0.3 0.2 -0.6 -0.005
H 3.919348 -4.239215 0.677845 -0.2 0.3 -0.3 0.012
H 5.158856 -3.133437 -1.043351 -0.9 0.2 0.2 -0.008
H 2.351976 -0.119236 -2.125194 -0.1 -0.6 0.4 -0.001
H 4.421608 -1.233460 -2.352701 -0.4 -0.5 0.7 0.011
H -0.385705 -0.497026 2.953934 0.0 -0.5 -0.3 0.012
H -0.053055 -2.651454 2.911019 -0.2 0.4 -0.2 0.006
H -1.614231 -1.750255 1.707015 0.7 0.1 0.0 0.002
C -2.247204 3.506465 0.944527 -0.6 0.2 -0.1 0.002
N -1.778234 2.099810 0.940244 1.0 0.0 0.9 0.014
C -1.477830 1.424102 -0.161292 1.4 -0.5 -0.9 0.033
S 0.012512 0.450142 -0.434579 -1.7 2.2 -0.7 0.123
N -2.114129 1.585529 -1.315424 -0.2 -1.2 -0.2 0.024
C -3.508174 2.000208 -1.503259 -0.2 0.4 0.1 0.002
H -2.477780 3.852585 -0.084446 0.3 -0.3 0.8 0.000
H -1.502261 4.179586 1.394423 0.0 -0.5 -0.3 0.000
H -3.158233 3.580748 1.551991 0.2 0.0 -0.2 0.000
H -1.176749 1.825231 1.736607 -0.7 0.5 -0.8 0.001
H -1.718084 0.939664 -2.023313 -0.5 0.9 0.4 0.002
H -3.527521 2.838699 -2.212776 -0.1 -0.2 0.3 0.000
H -4.087601 1.175920 -1.943399 0.2 0.2 0.3 0.001
H -3.952422 2.315236 -0.537832 0.2 -0.3 -0.7 0.000
```
Forces are in eV/Å.

Its electronic energy is -33778.540 eV. Its largest force on an atom is 2.86 eV Å⁻¹. Its expectation value of S² is 4.14. As for the total charge: +1. The spin multiplicity is 4.

=====

Q: Among the records above, which one has the highest electronic energy?
A: C3H6ClNO

=====

Q: What is the formula in the fourth record?
A: C8H16N2PReS

=====

Q: Look up the electronic energy of the fourth one.
A: -33778.540 eV

=====

Q: Which of these has the highest electronic energy?
A: C3H6ClNO